Entry 1:
{
  "formula": "C42H34AsCl2IO5PZn",
  "method": "ωB97M-V/def2-TZVPD",
  "spin_multiplicity": 1,
  "total_charge": -1,
  "homo_lumo_gap_ha": 0.232,
  "e_tot_ha": -7571.792321,
  "e_above_lowest_kj_mol": 0.0,
  "symbols": ["Zn", "Cl", "C", "C", "C", "Cl", "C", "O", "C", "C", "O", "C", "H", "H", "H", "O", "C", "C", "C", "C", "C", "C", "C", "P", "C", "C", "C", "C", "C", "C", "C", "C", "C", "C", "C", "C", "H", "H", "H", "H", "H", "H", "H", "H", "H", "H", "H", "H", "H", "H", "C", "As", "C", "C", "C", "C", "C", "C", "C", "C", "H", "H", "H", "H", "H", "H", "H", "H", "H", "H", "H", "H", "H", "I", "C", "C", "C", "C", "C", "C", "C", "O", "O", "H", "H", "H", "H"],
  "coordinates": [[0.424, -1.222, 2.032], [-1.771, -8.212, 1.514], [-1.467, -6.499, 1.363], [-2.466, -5.668, 0.843], [-2.240, -4.327, 0.712], [-3.525, -3.321, 0.113], [-1.004, -3.688, 1.080], [-0.831, -2.450, 0.888], [-0.034, -4.581, 1.644], [1.242, -4.129, 2.148], [1.649, -2.982, 2.269], [-0.276, -5.960, 1.758], [-3.423, -6.081, 0.552], [1.913, -4.947, 2.468], [0.495, -6.594, 2.179], [-1.144, -2.092, 4.344], [-0.747, -1.110, 3.729], [-1.258, 0.245, 4.227], [-1.679, 0.362, 5.552], [-2.118, 1.573, 6.051], [-2.165, 2.691, 5.222], [-1.762, 2.586, 3.903], [-1.289, 1.372, 3.400], [-0.797, 1.146, 1.652], [0.181, 2.630, 1.253], [0.271, 3.038, -0.078], [1.137, 4.053, -0.455], [1.935, 4.677, 0.496], [1.859, 4.273, 1.820], [0.998, 3.251, 2.197], [-2.391, 1.413, 0.797], [-2.936, 2.658, 0.494], [-4.155, 2.750, -0.164], [-4.845, 1.597, -0.516], [-4.308, 0.352, -0.216], [-3.082, 0.258, 0.428], [-1.655, -0.530, 6.167], [-2.436, 1.655, 7.084], [-2.520, 3.640, 5.606], [-1.810, 3.453, 3.254], [-0.346, 2.554, -0.823], [1.194, 4.350, -1.495], [2.622, 5.461, 0.202], [2.490, 4.741, 2.566], [0.981, 2.915, 3.226], [-2.400, 3.561, 0.762], [-4.567, 3.724, -0.401], [-5.796, 1.670, -1.030], [-4.837, -0.552, -0.494], [-2.642, -0.715, 0.622], [-1.128, 1.071, -3.199], [-0.708, -0.355, -1.901], [-1.865, -1.710, -2.715], [1.040, -0.923, -2.653], [1.051, -1.284, -4.099], [1.301, -0.325, -5.081], [1.276, -0.653, -6.430], [1.000, -1.953, -6.829], [0.754, -2.920, -5.864], [0.780, -2.589, -4.517], [-1.161, 0.703, -4.226], [-0.387, 1.868, -3.132], [-2.103, 1.483, -2.932], [-1.727, -1.769, -3.795], [-2.896, -1.435, -2.489], [-1.670, -2.679, -2.257], [1.366, -1.748, -2.018], [1.702, -0.083, -2.443], [1.523, 0.693, -4.779], [1.477, 0.112, -7.171], [0.981, -2.211, -7.880], [0.542, -3.941, -6.160], [0.588, -3.351, -3.770], [7.088, 3.768, -1.126], [5.594, 2.547, -0.318], [5.257, 2.679, 1.020], [4.252, 1.880, 1.544], [3.588, 0.962, 0.742], [3.955, 0.828, -0.591], [4.957, 1.620, -1.131], [2.469, 0.135, 1.320], [2.206, 0.243, 2.537], [1.818, -0.620, 0.541], [5.766, 3.403, 1.643], [3.957, 1.960, 2.582], [3.448, 0.089, -1.195], [5.239, 1.516, -2.170]],
  "atomic_forces_ev_per_a": [[-0.07, -0.06, -0.09], [0.00, 0.00, -0.01], [-0.01, 0.03, -0.01], [0.01, 0.01, 0.01], [-0.05, -0.04, 0.03], [0.02, -0.01, -0.03], [-0.03, -0.06, 0.01], [0.07, 0.07, -0.03], [0.02, -0.01, -0.03], [-0.01, 0.05, 0.02], [-0.02, -0.06, 0.02], [-0.01, 0.00, 0.01], [0.01, -0.01, 0.00], [0.01, -0.01, 0.00], [-0.01, 0.00, 0.00], [0.05, 0.00, 0.03], [0.04, 0.01, -0.04], [0.00, 0.09, 0.02], [-0.01, 0.02, -0.01], [-0.01, -0.03, 0.02], [0.00, 0.02, -0.03], [0.03, -0.01, 0.00], [0.01, -0.10, 0.08], [0.01, -0.06, -0.04], [0.00, 0.07, 0.01], [0.00, 0.02, 0.01], [0.01, -0.01, -0.01], [0.00, -0.02, -0.02], [-0.01, -0.02, 0.02], [-0.01, 0.00, -0.01], [-0.01, 0.03, -0.05], [-0.02, -0.02, 0.00], [0.02, -0.01, 0.01], [0.02, 0.00, 0.00], [-0.02, 0.01, 0.02], [-0.01, 0.01, 0.00], [0.00, 0.00, 0.00], [0.00, 0.00, 0.00], [0.00, 0.00, -0.01], [0.01, 0.00, 0.01], [-0.01, -0.03, -0.05], [0.01, 0.01, 0.01], [-0.01, 0.00, 0.00], [0.00, 0.00, 0.00], [-0.02, 0.00, 0.02], [0.00, 0.00, -0.01], [0.00, 0.00, 0.00], [0.00, 0.00, 0.00], [0.00, 0.01, 0.00], [-0.01, 0.04, 0.03], [-0.01, -0.05, -0.03], [0.05, 0.09, 0.02], [-0.03, 0.01, 0.04], [0.03, -0.04, -0.02], [0.01, 0.01, 0.00], [-0.01, -0.01, -0.01], [0.00, 0.00, 0.02], [0.00, 0.00, 0.01], [0.00, 0.01, 0.02], [0.01, 0.00, -0.02], [0.00, -0.01, 0.01], [0.00, 0.01, 0.01], [0.00, 0.01, -0.01], [0.00, 0.00, 0.01], [-0.01, -0.02, -0.02], [0.00, -0.01, 0.00], [-0.01, -0.01, 0.00], [0.02, 0.03, -0.03], [0.00, -0.01, 0.00], [0.00, 0.00, 0.00], [0.00, 0.00, 0.01], [0.00, 0.00, 0.00], [0.00, 0.00, 0.00], [0.02, 0.01, -0.01], [-0.05, -0.05, 0.02], [0.01, 0.03, 0.00], [0.00, 0.01, 0.01], [0.01, -0.03, 0.00], [0.01, 0.01, 0.01], [0.02, 0.01, -0.01], [-0.04, -0.06, 0.04], [-0.01, 0.06, -0.03], [0.01, 0.07, 0.06], [0.00, -0.01, 0.00], [0.00, 0.00, -0.01], [-0.02, 0.00, -0.01], [-0.01, 0.00, 0.00]],
  "mulliken_charge": [1.290, -0.269, 0.180, -0.754, 0.639, -0.191, -0.782, 0.180, 1.313, -0.595, -0.516, -1.118, 0.456, 0.238, 0.345, -0.702, -1.111, 0.718, -0.737, -0.564, -0.755, 0.053, 0.595, 2.023, -0.142, -0.294, -0.784, -0.505, -0.815, -0.459, 0.486, -0.232, -0.683, -0.734, -0.269, 0.113, 0.487, 0.388, 0.420, 0.305, 0.253, 0.426, 0.407, 0.408, 0.465, 0.329, 0.403, 0.374, 0.401, -0.415, -1.468, 0.810, -1.316, -0.998, 0.360, -0.221, -0.690, -0.438, -0.710, -0.235, 0.494, 0.310, 0.361, 0.489, 0.392, 0.194, 0.755, -0.093, 0.383, 0.375, 0.373, 0.384, 0.399, 0.038, 0.011, -0.604, -0.417, 0.024, -0.217, -0.650, 0.529, -0.770, -0.972, 0.388, 0.511, 0.537, 0.416]
}

---

Entry 2:
{
  "formula": "C42H34FeN10S",
  "method": "ωB97M-V/def2-TZVPD",
  "spin_multiplicity": 1,
  "homo_lumo_gap_ha": [0.228, 0.226],
  "e_tot_ha": -3830.340023,
  "e_above_lowest_kj_mol": 81.8,
  "symbols": ["Fe", "C", "C", "C", "C", "C", "N", "C", "C", "C", "C", "C", "C", "C", "N", "C", "C", "C", "N", "C", "C", "N", "C", "C", "C", "N", "H", "H", "H", "H", "H", "H", "H", "H", "H", "H", "H", "H", "H", "H", "H", "H", "H", "H", "C", "C", "C", "C", "C", "C", "N", "N", "C", "C", "C", "C", "C", "C", "H", "H", "H", "H", "H", "H", "H", "H", "H", "N", "C", "C", "C", "C", "C", "C", "N", "C", "C", "C", "S", "C", "N", "H", "H", "H", "H", "H", "H", "H"],
  "coordinates": [[0.308, 0.293, 0.289], [-4.088, -0.247, -4.469], [-3.484, -0.385, -3.099], [-3.090, -1.619, -2.593], [-2.494, -1.700, -1.346], [-2.272, -0.585, -0.539], [-1.461, -0.609, 0.611], [-1.751, -1.464, 1.610], [-2.870, -2.340, 1.611], [-3.033, -3.351, 2.533], [-2.115, -3.560, 3.563], [-2.247, -4.696, 4.542], [-1.104, -2.622, 3.673], [-0.965, -1.564, 2.783], [-0.003, -0.565, 3.133], [0.476, -0.327, 4.373], [1.414, 0.672, 4.282], [1.430, 1.010, 2.926], [0.566, 0.268, 2.245], [-2.762, 0.631, -1.011], [-3.315, 0.727, -2.283], [-2.714, 1.791, -0.189], [-2.728, 3.089, -0.591], [-2.808, 3.859, 0.535], [-2.863, 2.921, 1.590], [-2.808, 1.683, 1.151], [-4.086, -1.204, -4.991], [-5.120, 0.105, -4.422], [-3.526, 0.464, -5.077], [-3.203, -2.513, -3.194], [-2.120, -2.655, -0.997], [-3.611, -2.213, 0.835], [-3.899, -3.999, 2.449], [-2.922, -5.461, 4.159], [-1.284, -5.172, 4.735], [-2.644, -4.367, 5.505], [-0.391, -2.721, 4.482], [0.085, -0.845, 5.229], [1.979, 1.112, 5.083], [2.013, 1.751, 2.408], [-3.676, 1.683, -2.638], [-2.631, 3.375, -1.621], [-2.819, 4.932, 0.589], [-2.931, 3.100, 2.651], [0.144, -2.481, -4.766], [0.491, -2.803, -3.465], [0.517, -1.812, -2.491], [0.215, -0.509, -2.823], [-0.133, -0.175, -4.123], [-0.171, -1.164, -5.090], [0.302, 0.495, -1.768], [0.404, 1.660, -2.225], [0.440, 2.658, -1.216], [0.558, 3.969, -1.662], [0.554, 4.985, -0.724], [0.402, 4.648, 0.621], [0.295, 3.324, 1.025], [0.346, 2.257, 0.115], [0.116, -3.248, -5.529], [0.728, -3.825, -3.198], [0.773, -2.039, -1.471], [-0.380, 0.849, -4.361], [-0.447, -0.906, -6.104], [0.650, 4.172, -2.722], [0.646, 6.019, -1.029], [0.360, 5.439, 1.362], [0.159, 3.125, 2.082], [4.665, -0.690, 0.596], [4.949, 0.654, 0.425], [6.145, 1.363, 0.472], [6.060, 2.722, 0.253], [4.829, 3.348, -0.008], [3.649, 2.635, -0.055], [3.716, 1.259, 0.173], [2.706, 0.293, 0.194], [3.319, -0.830, 0.445], [2.630, -2.113, 0.597], [3.172, -3.352, 0.731], [1.926, -4.498, 0.910], [0.766, -3.254, 0.792], [1.264, -2.065, 0.629], [5.320, -1.421, 0.809], [7.091, 0.878, 0.670], [6.961, 3.319, 0.280], [4.804, 4.415, -0.179], [2.708, 3.123, -0.263], [4.208, -3.647, 0.716], [-0.293, -3.457, 0.862]],
  "atomic_forces_ev_per_a": [[1.48, -0.50, 0.23], [0.03, -0.02, -0.02], [0.07, -0.08, 0.12], [0.03, 0.16, 0.01], [0.18, -0.19, -0.02], [0.11, -0.11, 0.21], [0.04, 0.01, -0.60], [-0.18, 0.11, 0.06], [0.03, -0.02, -0.11], [0.01, 0.01, 0.02], [-0.01, 0.03, -0.03], [-0.02, -0.03, -0.01], [-0.02, -0.10, 0.05], [0.19, 0.19, 0.15], [-0.12, -0.02, -0.15], [-0.06, 0.01, 0.08], [0.01, 0.03, -0.08], [0.02, -0.01, 0.09], [0.18, 0.00, 0.04], [-0.30, 0.41, -0.10], [-0.20, 0.00, -0.01], [-0.06, -0.07, -0.10], [0.09, 0.00, 0.06], [-0.21, -0.09, 0.06], [-0.01, 0.18, 0.03], [-0.21, 0.06, -0.08], [0.00, -0.01, -0.01], [-0.01, 0.01, 0.02], [0.01, 0.01, -0.01], [-0.01, -0.02, 0.00], [-0.01, -0.02, -0.01], [0.00, -0.03, 0.00], [-0.01, -0.02, -0.01], [0.00, -0.01, -0.01], [0.01, -0.01, 0.00], [-0.01, 0.04, 0.01], [0.01, 0.00, 0.01], [0.01, -0.01, 0.01], [0.01, 0.02, 0.02], [0.02, 0.04, 0.00], [-0.01, 0.09, 0.05], [0.02, -0.06, -0.09], [0.03, 0.04, 0.01], [-0.02, 0.03, 0.02], [-0.03, 0.07, -0.09], [-0.07, 0.10, 0.13], [0.09, -0.28, -0.09], [0.24, 0.63, 0.62], [-0.14, 0.06, -0.17], [0.02, -0.07, 0.06], [-0.31, 0.11, -0.51], [0.05, -0.17, 0.52], [0.04, -0.56, -0.77], [0.01, 0.20, 0.06], [0.00, -0.05, 0.01], [0.10, 0.05, -0.02], [0.13, -0.16, -0.04], [-0.62, -0.02, 0.45], [-0.01, -0.01, -0.01], [0.02, -0.01, -0.01], [-0.02, -0.01, -0.03], [0.01, -0.01, 0.01], [-0.02, -0.01, -0.03], [-0.01, -0.02, -0.03], [0.00, 0.02, 0.01], [0.00, 0.00, 0.02], [-0.01, 0.00, 0.02], [0.05, 0.16, -0.07], [0.13, -0.13, 0.04], [-0.09, -0.01, -0.01], [-0.05, 0.07, -0.02], [0.09, -0.08, 0.03], [0.01, 0.01, 0.00], [-0.26, 0.06, -0.11], [-0.26, 0.14, -0.10], [-0.07, -0.44, 0.10], [0.04, 0.46, 0.00], [0.10, -0.04, -0.02], [-0.02, -0.20, 0.02], [0.00, 0.15, 0.05], [-0.23, -0.10, 0.03], [-0.03, 0.02, 0.01], [0.03, -0.02, 0.00], [0.02, 0.02, 0.00], [0.01, 0.03, 0.00], [0.02, -0.01, 0.02], [0.04, 0.00, 0.02], [-0.07, 0.01, -0.01]],
  "mulliken_charge": [0.326, -1.705, 0.572, -1.048, 0.603, -0.741, 0.993, 0.626, -0.647, -1.196, 0.164, -1.667, -0.676, 0.097, 0.014, 0.020, -1.900, -0.333, 1.210, -0.936, -0.247, 0.533, -0.134, -1.005, -0.511, -0.710, 0.375, 0.367, 0.351, 0.292, 0.467, 0.497, 0.400, 0.395, 0.368, 0.291, 0.553, 0.517, 0.452, 0.562, 0.508, 0.425, 0.472, 0.465, -0.636, -0.735, 0.195, -0.013, -0.776, -0.578, 1.461, -1.079, 0.128, -0.506, -0.806, -1.237, 0.442, 1.115, 0.410, 0.437, 0.194, 0.482, 0.409, 0.445, 0.439, 0.405, 0.585, -0.083, 0.371, -1.294, -0.413, -0.985, -0.028, -0.283, 0.542, 0.170, -0.451, -0.484, -0.229, -0.289, 0.536, 0.218, 0.412, 0.388, 0.466, 0.550, 0.445, 0.204]
}